No. 1
# C5H10NS

A gas-phase ion, C5H10NS (charge +1) in a non-equilibrium geometry (ωB97M-V with the def2-TZVPD basis set, the Open Molecules 2025 dataset).

XYZ file:
```
17
Properties=species:S:1:pos:R:3:forces:R:3:mulliken_charge:R:1
C -1.720177 0.776074 1.095726 2.936 -0.901 -0.482 -0.912
C -0.696116 0.336504 0.367066 1.325 -4.628 1.062 0.424
C -0.159125 -1.115935 0.921721 2.176 3.495 1.372 -0.252
N 0.772726 -1.394134 1.805834 0.812 -0.336 -0.504 -0.260
C -0.119034 0.425355 -1.017960 -1.954 4.174 -1.658 0.187
C 1.212530 1.167605 -1.146074 1.950 -0.414 -0.170 -1.358
S 0.086999 -1.040817 -1.967305 -0.427 -1.181 -0.433 -0.185
H -1.787422 0.592109 2.125527 -0.288 -0.941 1.187 0.311
H -2.338779 1.488436 0.758055 -2.128 2.664 -1.392 0.352
H -0.522200 -1.968672 0.463136 -1.515 -1.516 -0.592 0.447
H 0.915526 -2.408806 2.022680 -0.082 1.216 -0.272 0.310
H 1.601382 -0.798601 2.121803 -2.139 -0.435 -0.374 0.317
H -0.768187 1.196452 -1.609830 0.505 -1.623 0.967 0.323
H 2.116697 0.521359 -0.888065 -1.097 0.669 0.043 0.347
H 1.201418 2.045015 -0.476511 0.211 -0.194 -0.613 0.376
H 1.406733 1.410487 -2.248735 -0.520 0.016 1.689 0.370
H -1.202968 -1.232432 -2.327068 0.237 -0.064 0.168 0.203
```
Forces are in eV/Å.

Computed properties:
* LUMO: -4.83 eV
* electronic energy: -17663.1665 eV
* largest force on an atom: 4.93 eV/Å
* SMILES: C=C(C=[NH2+])[C@@H](C)S
* relative energy (zero: lowest compared OMol25 entry of this formula, charge and spin): 72.8 kcal per mole
* orbital gap: 8.581 eV
* total charge: +1

No. 2
# C4H9N2S

A gas-phase ion, C4H9N2S (charge +1) in a non-equilibrium geometry (ωB97M-V with the def2-TZVPD basis set, the Open Molecules 2025 dataset).

XYZ file:
```
16
Properties=species:S:1:pos:R:3:forces:R:3:mulliken_charge:R:1
C -0.161890 -1.559726 0.000030 0.174 1.457 0.093 -0.143
C 0.973519 -0.765140 0.701690 -0.524 0.157 -3.005 -0.453
C -2.051559 -0.171170 -0.818564 -1.007 -0.290 2.088 0.050
C 1.430097 1.243235 -0.528061 -1.001 2.799 -0.680 -0.953
N -1.174508 -1.018532 -0.539227 2.062 -1.468 1.271 -0.068
N 0.608464 0.640230 0.530857 1.169 -2.568 -2.752 -0.230
S -3.267773 0.462023 0.271508 1.709 -0.235 1.154 -0.064
H -0.007403 -2.610321 0.049568 -0.611 -1.061 -0.302 0.419
H 0.971810 -1.208917 1.685308 0.280 0.273 0.626 0.395
H 1.962507 -1.049098 0.117603 -1.742 0.443 1.372 0.285
H -2.187728 -0.003513 -1.831659 -0.326 0.866 -1.974 0.364
H 2.528773 1.092283 -0.410068 -0.833 -0.131 -0.360 0.358
H 1.021272 1.127800 -1.587955 0.774 -0.855 1.351 0.254
H 1.219690 2.355956 -0.450649 0.650 -1.046 0.173 0.351
H 0.625066 1.157432 1.327331 0.339 1.621 2.759 0.233
H -2.490343 0.307454 1.482290 -1.114 0.040 -1.814 0.202
```
Forces are in eV/Å.

Computed properties:
* LUMO: -4.71 eV
* electronic energy: -18100.2538 eV
* largest force on an atom: 3.94 eV/Å
* relative energy (zero: lowest compared OMol25 entry of this formula, charge and spin): 75.5 kcal per mole
* orbital gap: 8.914 eV
* total charge: +1

No. 3
# C30H38N11O2Yb

A molecular structure, C30H38N11O2Yb in a non-equilibrium geometry (ωB97M-V with the def2-TZVPD basis set, the Open Molecules 2025 dataset).

XYZ file:
```
82
Properties=species:S:1:pos:R:3:forces:R:3:mulliken_charge:R:1
Yb 0.529455 0.008012 -2.119956 -3.131 -2.478 0.939 0.535
O 2.549755 0.304012 -2.120756 1.227 0.908 -0.349 -0.290
N 2.935955 1.539712 -2.224856 0.890 0.349 0.209 -0.743
N 2.027055 2.352012 -2.530156 0.183 -0.737 -0.028 1.150
O 0.793655 1.942712 -2.746056 0.385 1.354 -0.577 -0.664
C 2.314255 3.728812 -2.576956 0.310 1.588 -0.054 0.551
C 3.640555 4.160712 -2.538856 -0.148 -0.147 -0.054 -0.412
C 3.898755 5.518512 -2.526256 -0.117 -0.041 -0.006 -0.575
C 2.850855 6.430012 -2.545856 -0.032 -0.044 0.000 -0.501
C 1.536655 5.989512 -2.579556 0.160 0.033 0.002 -0.640
C 1.258055 4.635712 -2.604556 0.024 -0.427 0.013 -0.284
H 4.443455 3.439412 -2.528856 0.041 0.039 0.006 0.472
H 4.919555 5.867512 -2.499756 0.068 0.003 -0.022 0.407
H 3.059855 7.487112 -2.541956 0.035 0.136 0.026 0.414
H 0.728455 6.703112 -2.578856 -0.091 0.052 -0.058 0.399
H 0.240655 4.274812 -2.643156 0.001 0.018 -0.001 0.439
C -4.915845 -0.476688 -3.385356 0.015 -0.314 -0.223 -1.189
N -4.277945 0.311512 -2.349056 0.209 0.091 0.146 0.020
C -5.171145 1.208212 -1.621356 -0.202 0.127 0.148 -0.719
C -4.228045 2.052512 -0.768756 -0.232 0.064 0.092 -0.642
N -2.920345 1.669712 -1.263456 -0.217 -0.040 -0.181 0.160
C -1.780145 2.218012 -0.588356 0.238 -0.269 -0.034 -0.710
C -2.971045 0.570012 -2.069456 -0.020 0.318 0.223 0.422
N -1.867445 -0.058888 -2.416456 0.297 -0.056 -0.059 -0.023
C -1.950045 -1.334488 -3.143356 0.077 -0.300 0.274 -1.130
C -1.240545 -2.446488 -2.351756 -0.248 -0.096 -0.284 -0.490
N 0.207955 -2.230788 -2.352356 -0.307 -0.206 -0.013 -0.153
C 1.018455 -3.127888 -1.829756 0.304 -0.091 0.207 0.436
N 2.368155 -2.927288 -1.924556 -0.281 -0.163 -0.035 0.262
C 3.010955 -2.327488 -3.077856 0.067 0.179 -0.266 -1.140
C 3.100755 -3.970388 -1.221856 0.233 0.007 0.227 -0.619
C 2.005555 -4.912788 -0.720056 0.293 -0.177 0.029 -0.702
N 0.768255 -4.233488 -1.086956 0.245 0.352 -0.184 0.092
C -0.454045 -4.982588 -0.870156 -0.453 0.034 -0.065 -0.980
H -5.870045 -0.005488 -3.626856 0.110 0.008 0.023 0.410
H -5.137545 -1.491688 -3.037156 0.058 0.080 -0.148 0.338
H -4.331445 -0.505788 -4.304356 -0.018 -0.020 0.079 0.463
H -5.870245 0.620412 -1.016256 0.053 0.175 -0.105 0.350
H -5.748545 1.818712 -2.326156 0.111 -0.123 0.093 0.461
H -4.322945 1.818512 0.299544 0.050 0.023 -0.113 0.298
H -4.389445 3.126512 -0.895456 -0.001 -0.108 0.020 0.355
H -1.935345 3.294112 -0.491056 0.172 -0.027 -0.044 0.441
H -0.869345 2.043912 -1.174256 -0.296 0.296 0.242 0.121
H -1.669345 1.796512 0.418944 0.081 0.074 -0.076 0.289
H -1.472545 -1.233288 -4.130356 -0.182 -0.132 0.083 0.122
H -2.974445 -1.666188 -3.285656 0.132 0.007 -0.110 0.429
H -1.491645 -3.407488 -2.813256 -0.033 0.119 0.078 0.689
H -1.637445 -2.428088 -1.326256 -0.078 -0.099 -0.206 0.127
H 2.276455 -1.757388 -3.666156 0.386 -0.287 0.158 0.325
H 3.447155 -3.107788 -3.711656 -0.136 0.047 -0.010 0.397
H 3.811755 -1.660988 -2.753156 -0.153 -0.037 -0.117 0.324
H 3.672755 -3.529088 -0.401556 0.007 -0.116 -0.063 0.309
H 3.802155 -4.463188 -1.898756 -0.063 0.007 0.032 0.320
H 2.051355 -5.049588 0.364944 -0.053 -0.034 -0.178 0.376
H 2.046355 -5.896288 -1.201656 0.026 0.103 0.101 0.427
H -0.236645 -5.776988 -0.157156 0.018 0.093 -0.039 0.402
H -0.810745 -5.448888 -1.792256 0.008 0.007 0.087 0.346
H -1.241245 -4.368188 -0.441356 0.002 -0.040 -0.020 0.309
N 1.364755 0.457312 5.324544 0.022 -0.021 -0.415 0.001
C 0.871755 0.210112 6.571144 -0.786 -0.503 0.241 0.701
C 1.328355 0.514912 7.844944 0.113 0.063 0.220 -0.987
C 0.559355 0.077712 8.900244 0.164 0.095 -0.156 -0.427
C -0.627545 -0.648988 8.706344 -0.173 -0.099 -0.003 -0.493
C -1.093845 -0.955488 7.453644 0.114 0.059 -0.021 -0.845
C -0.335745 -0.519188 6.361844 0.853 0.507 0.571 0.663
N -0.538445 -0.684188 5.037244 0.061 0.001 -0.960 -0.542
C 0.479655 -0.102388 4.432044 -0.291 -0.145 1.033 -0.233
C 0.598355 -0.065888 3.011944 0.077 0.086 -1.134 1.040
C -0.442845 -0.606588 2.233744 0.168 0.118 0.143 -0.690
C -0.381545 -0.527788 0.869544 -0.009 -0.038 -0.185 -0.430
N 0.651455 0.026912 0.190744 0.021 -0.099 0.622 0.416
C 1.663855 0.508012 0.939644 0.151 0.111 -0.341 -0.501
C 1.679255 0.495312 2.314744 -0.390 -0.157 0.194 -1.004
H 2.207955 0.964512 5.111244 -0.079 -0.048 0.042 0.186
H 2.246655 1.056712 8.000544 0.117 0.102 0.081 0.398
H 0.874755 0.294112 9.908144 0.065 0.023 0.106 0.402
H -1.177245 -0.977188 9.573544 -0.085 -0.021 0.098 0.399
H -1.999845 -1.515888 7.297044 -0.140 -0.079 0.007 0.456
H -1.286245 -1.052588 2.735844 -0.083 -0.047 0.001 0.607
H -1.201445 -0.906188 0.263844 0.060 0.026 0.048 0.402
H 2.507355 0.926212 0.400144 -0.082 -0.035 0.003 0.531
H 2.521755 0.925812 2.831944 0.109 0.023 -0.008 0.376
```
Forces are in eV/Å.

Computed properties:
* LUMO (spin up / spin down): -5.52 / -5.52 eV
* electronic energy: -83730.5108 eV
* largest force on an atom: 4.10 eV/Å
* orbital gap (spin up / spin down): 6.935 / 6.939 eV
* ⟨S²⟩: 0.751
* multiplicity: 2
* total charge: +2

No. 4
# C35H57AuNO5P

A molecular structure, C35H57AuNO5P in a non-equilibrium geometry (ωB97M-V with the def2-TZVPD basis set, the Open Molecules 2025 dataset).

XYZ file:
```
100
Properties=species:S:1:pos:R:3:forces:R:3:mulliken_charge:R:1
C 0.126963 -0.848775 -6.025816 0.078 -0.282 -0.781 2.798
C -0.396761 -1.810469 -4.902217 0.015 0.100 -0.539 -1.865
C -0.051048 0.589510 -5.499185 -0.176 0.105 0.225 -2.491
C -1.233793 0.481541 -4.529348 0.026 -1.133 -0.221 0.416
H -0.256579 1.279135 -6.325140 0.197 -0.111 0.257 0.406
H 0.855792 0.906752 -4.962332 -0.217 -0.152 -0.119 0.496
C -1.001075 -0.908218 -3.818738 0.280 0.339 0.616 0.631
H 0.450336 -2.404648 -4.529293 -0.288 0.111 0.027 0.500
H -1.165941 -2.492090 -5.305341 0.323 0.147 0.028 0.309
C -0.028672 -0.813112 -2.607586 -0.254 0.326 0.256 -1.500
H -1.965954 -1.285998 -3.445004 0.289 -0.002 -0.078 0.930
H -2.146791 0.340139 -5.135861 0.153 0.021 -0.085 0.485
C -1.464265 1.620965 -3.638756 0.071 -0.054 -0.486 0.554
C 1.560851 -1.040644 -6.458322 0.885 -1.371 1.389 -0.407
C -0.622465 -0.989768 -7.362538 -0.993 1.458 0.356 0.553
O -1.379231 -0.111692 -7.736072 0.622 -1.469 -0.233 -0.624
O 2.368706 -1.793191 -5.935021 -0.714 1.032 -0.863 -0.589
O 1.838756 -0.291667 -7.543233 0.372 -0.086 0.152 -0.246
O -0.376190 -2.037753 -8.179322 -0.310 -0.466 -0.022 -0.374
C 0.224476 -3.310652 -7.822862 -0.067 0.473 0.037 -0.494
H 0.132265 -3.571339 -6.755735 0.062 0.291 -0.473 0.265
H 1.280014 -3.308666 -8.132578 -0.287 0.036 0.245 0.162
H -0.321774 -4.030400 -8.438969 0.124 0.009 0.222 0.303
C 3.175241 -0.440310 -8.018491 0.152 0.019 -0.018 -0.785
H 3.878930 0.003360 -7.303271 -0.109 -0.173 -0.183 0.302
H 3.206103 0.092391 -8.966641 0.045 -0.005 0.038 0.249
H 3.420231 -1.500867 -8.163346 -0.032 0.298 0.073 0.308
O -0.556225 -0.036025 -1.601867 -0.069 0.112 -0.300 -0.718
H 0.940881 -0.401130 -2.962337 -0.125 -0.193 -0.269 -0.308
H 0.196866 -1.842843 -2.259687 0.004 0.222 -0.262 0.415
C -2.795180 1.784904 -3.056256 -0.583 0.071 0.514 -1.803
C -0.402934 2.588535 -3.369321 0.586 0.564 0.470 -1.214
H 0.012619 3.040914 -4.285690 -0.026 -0.010 0.090 0.236
H 0.433026 2.116237 -2.822179 -0.144 0.092 -0.052 0.111
H -0.783704 3.400172 -2.735349 0.156 -0.075 -0.088 0.424
H -2.713251 2.025392 -1.984890 -0.137 -0.146 -0.164 0.278
H -3.392119 0.868545 -3.168147 0.093 0.237 0.133 0.387
H -3.351996 2.610816 -3.536898 -0.060 -0.023 0.057 0.384
Au -0.128216 -0.241069 0.543345 -0.223 0.502 -0.842 1.362
C -1.395716 -2.038280 1.527489 -0.261 -1.461 -1.197 -0.648
C -1.800194 -1.824057 0.125082 -0.357 -1.646 1.124 -0.797
C -1.217263 -2.900494 -0.629388 -0.141 0.230 0.472 -0.389
H -2.637429 -1.193045 -0.179682 0.365 -0.186 0.003 0.558
C -0.378494 -3.651095 0.220454 -0.794 0.074 0.090 -1.096
C -0.492011 -3.153485 1.540583 -0.873 0.283 0.133 -0.513
H -0.062282 -3.614040 2.435861 0.042 0.345 -0.321 0.278
H -1.917404 -1.614148 2.380494 0.531 0.073 -0.324 0.645
H -1.441273 -3.141953 -1.667672 0.253 0.265 0.168 0.650
H 0.208946 -4.515371 -0.091348 -0.032 0.261 0.100 0.347
C 2.025558 0.439092 0.233612 1.171 -0.672 -0.314 -0.699
C 2.366615 -0.670267 1.134730 0.705 -0.324 -0.976 -0.060
C 2.804046 -1.760559 0.345844 0.305 0.852 0.575 -0.941
H 2.414453 -0.601066 2.218721 -0.433 -0.181 -0.487 0.233
C 2.866129 -1.335870 -1.013499 0.037 0.891 0.131 -0.545
C 2.444383 0.001906 -1.091766 0.357 -0.113 0.698 -0.700
H 2.481734 0.641241 -1.980016 -0.265 -0.328 0.332 0.619
H 1.896713 1.480056 0.535529 0.201 -0.285 -0.057 0.582
H 3.121115 -2.739080 0.722522 -0.282 0.380 -0.127 0.301
H 3.229484 -1.934978 -1.846399 -0.225 0.064 0.088 0.359
C -3.040601 0.453542 3.922406 -0.102 -0.039 -0.075 -1.561
C -1.857677 0.261470 4.884887 0.126 0.697 0.828 2.352
C -2.158806 1.029624 6.191134 -0.405 -0.262 0.122 -2.104
C -1.759273 -1.235415 5.232258 -0.141 -0.081 -0.093 -1.965
P -0.256581 0.870780 4.047148 0.723 -2.402 -6.511 -0.607
N -0.086919 0.302267 2.539684 -0.510 2.077 4.889 1.036
C -0.236844 2.782751 3.972809 0.026 -0.221 1.063 2.269
C 0.070427 3.384903 5.352043 -0.099 0.566 -0.019 -2.097
C 0.826501 3.241741 2.966722 0.076 0.005 -0.082 -1.514
C -1.594648 3.321945 3.498125 -0.040 0.087 -0.100 -2.019
C 1.228054 0.209758 5.036997 -0.475 0.399 0.830 2.294
C 2.501249 0.957790 4.611834 0.233 -0.149 -0.040 -2.013
C 1.052223 0.381598 6.558531 0.489 -0.097 0.161 -2.143
C 1.408620 -1.282938 4.712175 0.150 -0.147 -0.047 -1.258
H -3.903298 -0.107396 4.322860 0.185 0.124 -0.117 0.529
H -2.808219 0.077436 2.918161 0.020 0.149 0.244 0.106
H -3.343267 1.505069 3.841343 0.105 -0.338 -0.011 0.349
H -3.038347 0.565819 6.662456 -0.008 0.095 0.007 0.565
H -1.343565 0.964260 6.917996 -0.200 0.096 -0.171 0.283
H -2.401715 2.084719 6.020523 0.040 -0.250 -0.007 0.226
H -1.405590 -1.830776 4.382042 -0.005 0.163 0.194 0.173
H -1.122332 -1.425849 6.105845 -0.130 0.060 -0.275 0.346
H -2.770818 -1.593856 5.490787 0.211 0.105 -0.050 0.640
H 1.092819 3.185719 5.689853 -0.221 0.020 -0.104 0.232
H -0.042264 4.474870 5.277448 0.087 0.071 0.095 0.546
H -0.630984 3.049538 6.122792 0.219 0.063 -0.130 0.280
H 0.703753 2.740626 2.000578 -0.061 -0.042 0.225 0.006
H 0.715411 4.328063 2.819963 -0.002 -0.132 0.046 0.546
H 1.848520 3.063194 3.318487 -0.283 -0.002 -0.113 0.311
H -1.944595 2.812498 2.593140 0.125 -0.035 0.182 0.248
H -2.372245 3.270023 4.271909 0.203 -0.051 -0.179 0.279
H -1.470218 4.384223 3.242634 0.003 -0.081 0.072 0.611
H 2.619503 0.969100 3.520653 -0.111 0.043 0.279 0.259
H 2.539554 1.984085 4.999277 -0.037 -0.231 -0.131 0.382
H 3.370467 0.423809 5.034111 -0.199 0.114 -0.076 0.594
H 0.266470 -0.259057 6.973085 0.194 0.131 -0.123 0.275
H 1.994946 0.096406 7.049588 -0.082 -0.023 0.027 0.552
H 0.850819 1.420168 6.841488 0.008 -0.215 -0.009 0.261
H 0.679041 -1.915905 5.235419 0.256 0.220 -0.212 0.341
H 1.319169 -1.462135 3.631526 -0.084 0.056 0.293 -0.129
H 2.416259 -1.596954 5.048426 -0.302 0.121 -0.102 0.489
```
Forces are in eV/Å.

Computed properties:
* LUMO (spin up / spin down): 3.96 / 3.96 eV
* electronic energy: -61921.7122 eV
* largest force on an atom: 6.98 eV/Å
* orbital gap (spin up / spin down): 3.516 / 4.159 eV
* ⟨S²⟩: 2.014
* multiplicity: 3
* total charge: -2